Entry 1:
Below is an isolated ion of composition C5H6N and charge +1, with properties calculated with ωB97M-V/def2-TZVPD.

Geometry as ORCA input:
```
! RIJCOSX wB97M-V def2-TZVPD def2/J DEFGRID3
* xyz 1 1
C 1.69 -1.37 0.86
C 1.89 -0.06 0.99
C 1.05 0.56 0.23
N -0.12 0.29 -0.09
C -1.48 0.73 0.24
C -0.92 0.71 -1.22
H 2.08 -1.91 0.06
H 1.28 -1.98 1.76
H -1.51 1.75 0.67
H -2.10 -0.18 0.26
H -1.33 -0.07 -1.93
H -0.57 1.52 -1.83
*
```

Computed properties:
ΔE to the lowest compared entry with this formula, charge and spin: 165.4 kcal per mole
Molecular weight: 80.11 g mol⁻¹
E: -248.3521 a.u.
LUMO level (alpha / beta): -5.844 / -5.843 eV
SMILES: C=C=C=[N+]1CC1

Which charges does Löwdin predict for the atoms? In e, they are:
1 C 0.1600
2 C 0.0591
3 C 0.0248
4 N -0.0693
5 C 0.0495
6 C -0.0229
7 H 0.0859
8 H 0.1587
9 H 0.1527
10 H 0.1386
11 H 0.1437
12 H 0.1192

=====

Entry 2:
Below is an isolated ion of composition C5H6N and charge +1, with properties calculated with ωB97M-V/def2-TZVPD.

Geometry as ORCA input:
```
! RIJCOSX wB97M-V def2-TZVPD def2/J DEFGRID3
* xyz 1 1
C 1.52 0.56 -0.27
C 0.24 0.22 0.50
C -0.48 -0.95 -0.08
C -1.82 -0.65 -0.27
C -1.74 0.66 0.11
N -0.66 1.42 0.50
H 1.46 -0.09 -1.16
H 2.48 0.30 0.38
H 1.36 1.61 -0.44
H 0.36 0.09 1.52
H -0.17 -1.96 -0.15
H -2.55 -1.22 -0.63
*
```

Computed properties:
ΔE to the lowest compared entry with this formula, charge and spin: 139.4 kcal per mole
Molecular weight: 80.11 g mol⁻¹
E: -248.3936 a.u.
LUMO level (alpha / beta): -7.989 / -7.990 eV
SMILES: C[C@@H]1C=CC#[N+]1

Which charges does Löwdin predict for the atoms? In e, they are:
1 C 0.0173
2 C -0.3607
3 C 0.0833
4 C 0.0622
5 C 0.2714
6 N 0.2004
7 H 0.0959
8 H 0.1579
9 H 0.0802
10 H 0.1538
11 H 0.1481
12 H 0.0904

=====

Entry 3:
Below is an isolated ion of composition C5H6N and charge +1, with properties calculated with ωB97M-V/def2-TZVPD.

Geometry as ORCA input:
```
! RIJCOSX wB97M-V def2-TZVPD def2/J DEFGRID3
* xyz 1 1
C -0.21 1.42 -3.20
C -0.40 1.48 -2.00
N -0.41 1.24 -0.68
C -0.17 0.15 -0.04
C -0.26 -0.71 0.97
C 0.58 -1.52 1.90
H -0.28 1.37 -4.27
H -0.22 2.06 -0.15
H -1.18 -0.52 1.58
H 0.89 -2.32 1.11
H 0.21 -1.81 2.87
H 1.44 -0.83 1.91
*
```

Computed properties:
ΔE to the lowest compared entry with this formula, charge and spin: 129.7 kcal per mole
Molecular weight: 80.11 g mol⁻¹
E: -248.4091 a.u.
LUMO level: -5.824 eV
SMILES: C#C[NH+]=C=CC

Which charges does Löwdin predict for the atoms? In e, they are:
1 C 0.2263
2 C -0.1102
3 N 0.0930
4 C 0.1232
5 C -0.0605
6 C -0.0354
7 H 0.0676
8 H 0.1809
9 H 0.1755
10 H 0.1444
11 H 0.0981
12 H 0.0972

=====

Entry 4:
Below is an isolated ion of composition C5H6N and charge +1, with properties calculated with ωB97M-V/def2-TZVPD.

Geometry as ORCA input:
```
! RIJCOSX wB97M-V def2-TZVPD def2/J DEFGRID3
* xyz 1 1
C -0.41 0.83 0.00
C 2.00 0.15 0.00
C -1.45 0.15 0.00
C 0.96 1.26 0.00
C -2.65 -0.41 0.00
N 1.84 -1.11 0.00
H 1.19 1.87 -0.88
H 1.19 1.87 0.87
H -3.16 -0.65 0.93
H -3.16 -0.65 -0.92
H 2.68 -1.68 0.00
H 0.96 -1.63 0.00
*
```

Computed properties:
ΔE to the lowest compared entry with this formula, charge and spin: 121.7 kcal per mole
Molecular weight: 80.11 g mol⁻¹
E: -248.4218 a.u.
LUMO level (alpha / beta): -5.728 / -7.133 eV

Which charges does Löwdin predict for the atoms? In e, they are:
1 C 0.0509
2 C 0.1094
3 C -0.0624
4 C -0.1863
5 C 0.1374
6 N 0.1815
7 H 0.1426
8 H 0.1426
9 H 0.0912
10 H 0.0913
11 H 0.1506
12 H 0.1511

=====

Entry 5:
Below is an isolated ion of composition C5H6N and charge +1, with properties calculated with ωB97M-V/def2-TZVPD.

Geometry as ORCA input:
```
! RIJCOSX wB97M-V def2-TZVPD def2/J DEFGRID3
* xyz 1 1
C 2.62 0.06 -0.29
C 3.62 0.67 0.15
C 1.65 -0.85 0.02
C 0.24 -0.58 0.24
C -0.48 0.47 -0.22
N -1.95 0.49 0.01
H 1.84 -1.85 0.06
H -0.37 -1.48 0.52
H -0.24 1.37 -0.92
H -2.28 1.18 -0.67
H -2.15 0.87 1.02
H -2.49 -0.35 0.09
*
```

Computed properties:
ΔE to the lowest compared entry with this formula, charge and spin: 153.8 kcal per mole
Molecular weight: 80.11 g mol⁻¹
E: -248.3706 a.u.
LUMO level (alpha / beta): -6.049 / -6.049 eV

Which charges does Löwdin predict for the atoms? In e, they are:
1 C -0.1775
2 C 0.1685
3 C -0.0484
4 C -0.0463
5 C -0.0423
6 N 0.1766
7 H 0.0855
8 H 0.1450
9 H 0.1823
10 H 0.1739
11 H 0.2274
12 H 0.1555

=====

Entry 6:
Below is an isolated ion of composition C5H6N and charge +1, with properties calculated with ωB97M-V/def2-TZVPD.

Geometry as ORCA input:
```
! RIJCOSX wB97M-V def2-TZVPD def2/J DEFGRID3
* xyz 1 3
C -1.00 -0.18 -0.57
C -0.57 1.26 -0.39
C -0.60 0.25 0.87
C 0.26 -0.79 0.09
C 0.70 1.36 0.20
N 1.39 0.08 -0.17
H -1.94 -0.43 -0.97
H -1.28 1.99 -0.05
H -1.28 0.43 1.65
H 0.41 -1.91 0.26
H 2.17 -0.25 0.51
H 1.82 0.11 -1.13
*
```

Computed properties:
ΔE to the lowest compared entry with this formula, charge and spin: 114.4 kcal per mole
Molecular weight: 80.11 g mol⁻¹
E: -248.2768 a.u.
<S²>: 2.010
LUMO level (alpha / beta): -3.510 / -6.524 eV

Which charges does Löwdin predict for the atoms? In e, they are:
1 C -0.0009
2 C -0.0869
3 C -0.0448
4 C -0.1083
5 C 0.0869
6 N 0.0718
7 H 0.1398
8 H 0.1515
9 H 0.1443
10 H 0.1925
11 H 0.2421
12 H 0.2120

=====

Entry 7:
Below is one molecule with the formula C5H6N2, with properties calculated with ωB97M-V/def2-TZVPD.

Geometry as ORCA input:
```
! RIJCOSX wB97M-V def2-TZVPD def2/J DEFGRID3
* xyz 0 1
N -0.67 -0.76 2.81
C -0.43 -0.98 1.70
C 0.06 -1.07 0.33
C -0.65 -0.42 -0.89
C 0.58 0.51 -1.01
C 0.38 1.42 0.12
N 1.11 -0.02 0.24
H 0.35 -2.11 0.12
H -1.58 0.07 -0.61
H -0.79 -1.09 -1.74
H 1.14 0.66 -1.93
H -0.65 1.82 0.13
H 1.06 1.98 0.73
*
```

Computed properties:
ΔE to the lowest compared entry with this formula, charge and spin: 87.0 kcal per mole
Molecular weight: 94.12 g mol⁻¹
E: -303.4975 a.u.
LUMO level: 0.829 eV
SMILES: N#C[C@H]1C[C@H]2CN21

Which charges does Löwdin predict for the atoms? In e, they are:
1 N 0.1516
2 C -0.1815
3 C -0.2994
4 C -0.0760
5 C -0.2888
6 C -0.0465
7 N 0.0384
8 H 0.1476
9 H 0.1086
10 H 0.1047
11 H 0.1315
12 H 0.1163
13 H 0.0936

=====

Entry 8:
Below is one molecule with the formula C5H6N2, with properties calculated with ωB97M-V/def2-TZVPD.

Geometry as ORCA input:
```
! RIJCOSX wB97M-V def2-TZVPD def2/J DEFGRID3
* xyz 0 1
C 2.09 0.10 -0.20
C 1.33 -1.04 -0.04
N 0.08 -0.55 0.30
C 0.16 0.80 0.23
N 1.34 1.26 -0.07
C -1.34 1.00 0.17
C -1.37 -0.55 0.00
H 3.15 0.14 -0.40
H 1.59 -2.09 -0.04
H -1.69 1.57 -0.70
H -1.81 1.37 1.08
H -1.56 -0.86 -1.03
H -1.97 -1.14 0.69
*
```

Computed properties:
ΔE to the lowest compared entry with this formula, charge and spin: 32.2 kcal per mole
Molecular weight: 94.12 g mol⁻¹
E: -303.5848 a.u.
LUMO level: 0.952 eV
SMILES: c1cn2c(n1)CC2

Which charges does Löwdin predict for the atoms? In e, they are:
1 C -0.1510
2 C -0.0710
3 N -0.0372
4 C -0.3542
5 N 0.1048
6 C -0.0448
7 C -0.0782
8 H 0.0922
9 H 0.1003
10 H 0.1076
11 H 0.1046
12 H 0.1179
13 H 0.1089

=====

Entry 9:
Below is one molecule with the formula C5H6N2, with properties calculated with ωB97M-V/def2-TZVPD.

Geometry as ORCA input:
```
! RIJCOSX wB97M-V def2-TZVPD def2/J DEFGRID3
* xyz 0 1
N -2.03 0.34 2.02
C -1.37 -0.14 1.20
C -0.81 -0.61 -0.08
C -0.42 0.59 -0.97
C 1.01 0.15 -0.73
C 1.29 -0.11 0.71
N 0.60 -1.14 -0.08
H -1.55 -1.30 -0.47
H -0.71 1.59 -0.63
H -0.74 0.44 -2.00
H 1.77 0.18 -1.51
H 0.66 0.32 1.49
H 2.30 -0.33 1.05
*
```

Computed properties:
ΔE to the lowest compared entry with this formula, charge and spin: 60.4 kcal per mole
Molecular weight: 94.12 g mol⁻¹
E: -303.5397 a.u.
LUMO level: 0.959 eV
SMILES: N#C[C@H]1C[C@H]2CN21

Which charges does Löwdin predict for the atoms? In e, they are:
1 N 0.1672
2 C -0.2075
3 C -0.2788
4 C -0.0791
5 C -0.2226
6 C -0.1109
7 N 0.0159
8 H 0.1456
9 H 0.1154
10 H 0.1135
11 H 0.1329
12 H 0.0965
13 H 0.1119

=====

Entry 10:
Below is C5H6N2 as an isolated structure, with properties calculated with ωB97M-V/def2-TZVPD.

Geometry as ORCA input:
```
! RIJCOSX wB97M-V def2-TZVPD def2/J DEFGRID3
* xyz 0 1
C -1.49 -0.77 0.22
C -1.51 0.74 0.41
C -0.16 0.69 0.47
N 1.03 1.30 0.10
C 1.80 0.21 -0.42
C 1.17 -0.95 -0.22
N 0.00 -0.69 0.53
H -1.60 -1.05 -0.83
H -2.07 -1.43 0.86
H 0.87 2.08 -0.53
H -2.27 1.49 0.52
H 2.80 0.39 -0.78
H 1.54 -1.96 -0.39
*
```

Computed properties:
ΔE to the lowest compared entry with this formula, charge and spin: 65.8 kcal per mole
Molecular weight: 94.12 g mol⁻¹
E: -303.5312 a.u.
LUMO level: 1.116 eV

Which charges does Löwdin predict for the atoms? In e, they are:
1 C -0.1173
2 C -0.0270
3 C -0.3458
4 N 0.0733
5 C -0.1003
6 C -0.0812
7 N -0.0287
8 H 0.1113
9 H 0.1003
10 H 0.1354
11 H 0.0719
12 H 0.1020
13 H 0.1062

=====

Entry 11:
Below is C5H6N2 as an isolated structure, with properties calculated with ωB97M-V/def2-TZVPD.

Geometry as ORCA input:
```
! RIJCOSX wB97M-V def2-TZVPD def2/J DEFGRID3
* xyz 0 1
N -1.98 0.28 2.59
C -1.14 -0.35 2.10
C -0.08 -0.98 1.42
C -0.80 -0.13 -0.72
C 0.12 0.77 -1.48
C 1.21 0.15 -0.56
N 0.09 -0.54 0.14
H 0.63 -1.66 1.88
H -1.87 -0.32 -0.64
H 0.21 0.65 -2.56
H -0.05 1.82 -1.23
H 1.91 -0.53 -1.05
H 1.73 0.85 0.11
*
```

Computed properties:
ΔE to the lowest compared entry with this formula, charge and spin: 76.0 kcal per mole
Molecular weight: 94.12 g mol⁻¹
E: -303.5149 a.u.
LUMO level (alpha / beta): 0.338 / 0.338 eV

Which charges does Löwdin predict for the atoms? In e, they are:
1 N 0.0941
2 C -0.3081
3 C -0.1443
4 C -0.0374
5 C -0.1058
6 C -0.0596
7 N -0.1287
8 H 0.0853
9 H 0.1373
10 H 0.1048
11 H 0.1148
12 H 0.1210
13 H 0.1266

=====

Entry 12:
Below is one molecule with the formula C5H6N2, with properties calculated with ωB97M-V/def2-TZVPD.

Geometry as ORCA input:
```
! RIJCOSX wB97M-V def2-TZVPD def2/J DEFGRID3
* xyz 0 1
C 0.28 1.05 1.39
C -0.06 0.29 0.05
C 0.09 1.26 -1.25
C -1.29 -0.43 0.03
N -2.23 -1.08 0.00
C 1.05 -0.70 -0.11
N 1.98 -1.40 -0.12
H -0.19 0.63 2.25
H 1.32 1.11 1.48
H -0.16 2.14 1.34
H 1.12 1.23 -1.56
H -0.21 2.40 -1.12
H -0.53 1.02 -2.16
*
```

Computed properties:
ΔE to the lowest compared entry with this formula, charge and spin: 35.6 kcal per mole
Molecular weight: 94.12 g mol⁻¹
E: -303.5794 a.u.
LUMO level: 0.566 eV
SMILES: CC(C)(C#N)C#N

Which charges does Löwdin predict for the atoms? In e, they are:
1 C -0.0127
2 C -0.4724
3 C -0.0224
4 C -0.2073
5 N 0.1933
6 C -0.1928
7 N 0.1794
8 H 0.0745
9 H 0.0610
10 H 0.1261
11 H 0.0597
12 H 0.1191
13 H 0.0945